C50H103O11P | ωB97M-V/def2-TZVPD

Each atom is followed by the atoms it is bonded to, with distances in Å.
Positions of all 165 atoms, in Å:
1 C -0.28 6.20 -5.76  O2 1.424, H13 1.092, H14 1.081, H15 1.089
2 O -1.46 5.56 -6.24  C1 1.424, C3 1.418
3 C -1.79 4.42 -5.46  O2 1.418, C4 1.510, H16 1.095, H17 1.092
4 C -2.73 3.53 -6.24  C3 1.510, C5 1.534, H18 1.088, H19 1.088
5 C -2.90 2.14 -5.64  C4 1.534, C6 1.537, H20 1.087, H21 1.087
6 C -3.06 2.08 -4.11  C5 1.537, C7 1.546, H22 1.083, H23 1.087
7 C -2.12 1.06 -3.42  C6 1.546, C8 1.552, H24 1.087, H25 1.084
8 C -0.99 1.72 -2.58  C7 1.552, C9 1.522, H26 1.085, H27 1.088
9 C 0.39 1.45 -3.18  C8 1.522, C10 1.522, H28 1.088, H29 1.087
10 C 1.52 1.70 -2.20  C9 1.522, C11 1.530, H30 1.087, H31 1.089
11 C 2.87 2.00 -2.86  C10 1.530, P12 1.841, H32 1.089, H33 1.085
12 P 2.85 3.63 -3.70  C11 1.841, H34 1.404, H35 1.405
13 H 0.60 5.68 -6.16  C1 1.092
14 H -0.29 7.23 -6.08  C1 1.081
15 H -0.24 6.15 -4.67  C1 1.089
16 H -0.89 3.86 -5.19  C3 1.095
17 H -2.28 4.77 -4.55  C3 1.092
18 H -2.29 3.41 -7.23  C4 1.088
19 H -3.68 4.04 -6.39  C4 1.088
20 H -3.79 1.70 -6.08  C5 1.087
21 H -2.07 1.52 -5.97  C5 1.087
22 H -2.91 3.05 -3.64  C6 1.083
23 H -4.08 1.79 -3.88  C6 1.087
24 H -1.64 0.49 -4.21  C7 1.087
25 H -2.67 0.37 -2.80  C7 1.084
26 H -1.03 1.33 -1.57  C8 1.085
27 H -1.16 2.79 -2.51  C8 1.088
28 H 0.49 2.03 -4.09  C9 1.088
29 H 0.42 0.39 -3.44  C9 1.087
30 H 1.66 0.78 -1.63  C10 1.087
31 H 1.28 2.49 -1.49  C10 1.089
32 H 3.14 1.15 -3.49  C11 1.089
33 H 3.62 2.07 -2.09  C11 1.085
34 H 1.66 3.73 -4.43  P12 1.404
35 H 3.89 3.64 -4.65  P12 1.405
36 C 1.21 1.58 2.65  C37 1.525, C40 1.519, H41 1.087, H42 1.093
37 C -0.15 2.25 2.83  C36 1.525, C38 1.522, H43 1.094, H44 1.089
38 C -0.61 2.40 1.39  C37 1.522, O39 1.431, H45 1.096, H46 1.092
39 O -0.05 1.30 0.66  C38 1.431, C40 1.434
40 C 0.94 0.66 1.47  C36 1.519, O39 1.434, H47 1.096, H48 1.091
41 H 1.56 1.04 3.53  C36 1.087
42 H 1.96 2.32 2.39  C36 1.093
43 H -0.82 1.58 3.37  C37 1.094
44 H -0.10 3.20 3.36  C37 1.089
45 H -0.25 3.33 0.95  C38 1.096
46 H -1.70 2.37 1.29  C38 1.092
47 H 0.54 -0.31 1.80  C40 1.096
48 H 1.83 0.47 0.87  C40 1.091
49 C -3.48 -1.73 1.36  C50 1.527, C53 1.522, H54 1.089, H55 1.094
50 C -3.30 -2.13 2.83  C49 1.527, C51 1.520, H56 1.094, H57 1.087
51 C -2.03 -2.95 2.77  C50 1.520, O52 1.433, H58 1.096, H59 1.091
52 O -1.24 -2.41 1.71  C51 1.433, C53 1.432
53 C -2.04 -1.52 0.93  C49 1.522, O52 1.432, H60 1.094, H61 1.092
54 H -4.10 -0.85 1.22  C49 1.089
55 H -3.93 -2.56 0.81  C49 1.094
56 H -3.14 -1.23 3.44  C50 1.094
57 H -4.14 -2.68 3.24  C50 1.087
58 H -2.25 -4.01 2.55  C51 1.096
59 H -1.45 -2.91 3.70  C51 1.091
60 H -1.71 -0.49 1.13  C53 1.094
61 H -1.88 -1.72 -0.13  C53 1.092
62 C 5.03 7.34 -2.21  C63 1.525, C66 1.522, H67 1.089, H68 1.093
63 C 3.73 6.79 -1.61  C62 1.525, C64 1.520, H69 1.094, H70 1.091
64 C 4.23 6.20 -0.30  C63 1.520, O65 1.433, H71 1.096, H72 1.091
65 O 5.34 7.01 0.11  C64 1.433, C66 1.429
66 C 5.75 7.85 -0.97  C62 1.522, O65 1.429, H73 1.096, H74 1.091
67 H 4.87 8.11 -2.96  C62 1.089
68 H 5.60 6.53 -2.67  C62 1.093
69 H 3.03 7.61 -1.42  C63 1.094
70 H 3.24 6.05 -2.24  C63 1.091
71 H 4.57 5.17 -0.43  C64 1.096
72 H 3.47 6.22 0.49  C64 1.091
73 H 5.45 8.88 -0.74  C66 1.096
74 H 6.83 7.82 -1.07  C66 1.091
75 C 1.75 -2.26 6.13  C76 1.526, C79 1.522, H80 1.089, H81 1.092
76 C 2.97 -1.85 6.94  C75 1.526, C77 1.522, H82 1.092, H83 1.089
77 C 3.84 -1.19 5.88  C76 1.522, O78 1.430, H84 1.095, H85 1.090
78 O 2.95 -0.62 4.92  C77 1.430, C79 1.430
79 C 1.62 -1.10 5.15  C75 1.522, O78 1.430, H86 1.097, H87 1.092
80 H 0.85 -2.41 6.72  C75 1.089
81 H 1.96 -3.19 5.59  C75 1.092
82 H 2.69 -1.11 7.70  C76 1.092
83 H 3.47 -2.68 7.44  C76 1.089
84 H 4.47 -1.93 5.37  C77 1.095
85 H 4.49 -0.41 6.28  C77 1.090
86 H 1.03 -0.28 5.58  C79 1.097
87 H 1.18 -1.39 4.20  C79 1.092
88 C -1.32 -5.80 -1.14  C89 1.525, C92 1.523, H93 1.089, H94 1.093
89 C -2.60 -6.41 -0.58  C88 1.525, C90 1.523, H95 1.093, H96 1.089
90 C -2.08 -7.15 0.64  C89 1.523, O91 1.428, H97 1.096, H98 1.091
91 O -0.95 -6.41 1.12  C90 1.428, C92 1.435
92 C -0.56 -5.44 0.13  C88 1.523, O91 1.435, H99 1.094, H100 1.091
93 H -1.49 -4.94 -1.79  C88 1.089
94 H -0.76 -6.55 -1.71  C88 1.093
95 H -3.29 -5.61 -0.28  C89 1.093
96 H -3.12 -7.06 -1.28  C89 1.089
97 H -1.75 -8.16 0.38  C90 1.096
98 H -2.82 -7.22 1.44  C90 1.091
99 H -0.84 -4.44 0.49  C92 1.094
100 H 0.52 -5.47 0.01  C92 1.091
101 C -5.16 -7.00 3.55  C102 1.524, C105 1.521, H106 1.089, H107 1.092
102 C -5.33 -6.93 5.06  C101 1.524, C103 1.521, H108 1.092, H109 1.089
103 C -4.62 -5.62 5.39  C102 1.521, O104 1.434, H110 1.095, H111 1.091
104 O -4.78 -4.77 4.25  C103 1.434, C105 1.432
105 C -5.29 -5.53 3.15  C101 1.521, O104 1.432, H112 1.095, H113 1.092
106 H -5.89 -7.63 3.05  C101 1.089
107 H -4.16 -7.37 3.30  C101 1.092
108 H -6.39 -6.85 5.31  C102 1.092
109 H -4.91 -7.78 5.59  C102 1.089
110 H -3.54 -5.78 5.55  C103 1.095
111 H -5.03 -5.13 6.27  C103 1.091
112 H -6.33 -5.26 2.99  C105 1.095
113 H -4.72 -5.29 2.25  C105 1.092
114 C -5.33 -1.68 6.74  C115 1.525, C118 1.521, H119 1.089, H120 1.093
115 C -6.53 -1.33 7.62  C114 1.525, C116 1.523, H121 1.092, H122 1.089
116 C -6.25 -2.16 8.87  C115 1.523, O117 1.430, H123 1.096, H124 1.090
117 O -4.82 -2.24 8.98  C116 1.430, C118 1.430
118 C -4.21 -1.78 7.78  C114 1.521, O117 1.430, H125 1.096, H126 1.091
119 H -5.12 -0.94 5.97  C114 1.089
120 H -5.48 -2.65 6.26  C114 1.093
121 H -6.53 -0.27 7.86  C115 1.092
122 H -7.49 -1.58 7.16  C115 1.089
123 H -6.64 -3.17 8.77  C116 1.096
124 H -6.65 -1.71 9.77  C116 1.090
125 H -3.76 -0.80 7.96  C118 1.096
126 H -3.42 -2.47 7.48  C118 1.091
127 C 1.55 -3.79 -4.52  C128 1.525, C131 1.520, H132 1.089, H133 1.093
128 C 1.39 -3.67 -3.00  C127 1.525, C129 1.523, H134 1.093, H135 1.089
129 C 2.17 -2.40 -2.70  C128 1.523, O130 1.432, H136 1.095, H137 1.092
130 O 2.06 -1.58 -3.87  C129 1.432, C131 1.430
131 C 1.51 -2.34 -4.95  C127 1.520, O130 1.430, H138 1.096, H139 1.091
132 H 0.78 -4.40 -5.00  C127 1.089
133 H 2.53 -4.23 -4.75  C127 1.093
134 H 0.33 -3.53 -2.76  C128 1.093
135 H 1.75 -4.54 -2.45  C128 1.089
136 H 3.23 -2.62 -2.53  C129 1.095
137 H 1.78 -1.86 -1.84  C129 1.092
138 H 0.48 -2.01 -5.11  C131 1.096
139 H 2.09 -2.15 -5.86  C131 1.091
140 C 9.97 7.74 0.64  C141 1.526, C144 1.522, H145 1.089, H146 1.093
141 C 8.67 7.19 1.22  C140 1.526, C142 1.521, H147 1.092, H148 1.088
142 C 9.15 6.60 2.55  C141 1.521, O143 1.431, H149 1.096, H150 1.090
143 O 10.26 7.41 2.97  C142 1.431, C144 1.429
144 C 10.67 8.25 1.89  C140 1.522, O143 1.429, H151 1.096, H152 1.091
145 H 9.83 8.51 -0.11  C140 1.089
146 H 10.55 6.93 0.19  C140 1.093
147 H 7.97 8.00 1.40  C141 1.092
148 H 8.18 6.45 0.59  C141 1.088
149 H 9.49 5.57 2.42  C142 1.096
150 H 8.38 6.62 3.32  C142 1.090
151 H 10.37 9.28 2.12  C144 1.096
152 H 11.76 8.22 1.82  C144 1.091
153 C -2.74 -3.60 -7.96  C154 1.525, C157 1.522, H158 1.089, H159 1.092
154 C -2.49 -2.12 -7.67  C153 1.525, C155 1.521, H160 1.093, H161 1.089
155 C -2.54 -2.10 -6.15  C154 1.521, O156 1.432, H162 1.095, H163 1.091
156 O -2.06 -3.37 -5.71  C155 1.432, C157 1.431
157 C -1.99 -4.27 -6.82  C153 1.522, O156 1.431, H164 1.096, H165 1.091
158 H -2.39 -3.92 -8.94  C153 1.089
159 H -3.81 -3.82 -7.89  C153 1.092
160 H -1.50 -1.83 -8.03  C154 1.093
161 H -3.23 -1.46 -8.13  C154 1.089
162 H -3.56 -1.96 -5.79  C155 1.095
163 H -1.92 -1.31 -5.73  C155 1.091
164 H -0.93 -4.42 -7.08  C157 1.096
165 H -2.41 -5.23 -6.53  C157 1.091

Output
- E: -85326.37654 eV
- SMILES string: COCCCCCCCCCP.C1CCOC1.C1CCOC1.C1CCOC1.C1CCOC1.C1CCOC1.C1CCOC1.C1CCOC1.C1CCOC1.C1CCOC1.C1CCOC1
- Frontier orbital gap: 8.909 eV
- Spin multiplicity: 1
- HOMO energy: -0.30754 Ha
- Strongest force on any atom: 1.8 eV/A

These are the Löwdin partial charges, in e, on atoms 1 to 5: C -0.105; O -0.187; C -0.259; C -0.174; C -0.193